1.
A molecular structure, C47H52BF3NO2ReSb. Source: the OMol25 dataset; level of theory: ωB97M-V/def2-TZVPD.

Positions of all 108 atoms, in Å:
Re -0.290 -0.703 0.263
C -1.829 -0.296 1.850
C -0.625 -0.758 2.503
C -0.403 -2.133 2.051
C -1.477 -2.406 1.127
C -2.426 -1.339 1.115
C -3.821 -1.374 0.558
C -4.374 0.019 0.267
C -4.642 -2.023 1.700
C -3.918 -2.243 -0.696
C 0.499 -3.271 2.541
C 0.072 -3.609 3.982
C 0.239 -4.534 1.702
C 2.007 -3.005 2.445
C -0.101 0.052 3.702
C -1.123 -0.200 4.829
C -0.109 1.543 3.357
C 1.299 -0.267 4.226
H -2.303 0.653 2.028
H -1.609 -3.357 0.640
H -4.363 0.660 1.150
H -5.414 -0.071 -0.052
H -3.818 0.507 -0.534
H -4.609 -1.415 2.606
H -4.278 -3.025 1.937
H -5.683 -2.105 1.381
H -3.359 -1.798 -1.526
H -4.961 -2.310 -1.008
H -3.569 -3.264 -0.521
H -1.008 -3.771 4.041
H 0.340 -2.837 4.697
H 0.564 -4.532 4.291
H -0.783 -4.904 1.811
H 0.905 -5.322 2.052
H 0.460 -4.372 0.642
H 2.316 -2.064 2.884
H 2.329 -3.025 1.405
H 2.534 -3.803 2.972
H -2.131 0.097 4.527
H -0.847 0.393 5.703
H -1.151 -1.248 5.127
H -1.097 1.921 3.087
H 0.594 1.732 2.547
H 0.221 2.111 4.230
H 1.407 -1.286 4.581
H 1.489 0.386 5.080
H 2.067 -0.056 3.485
F 1.961 -4.047 -5.510
C 0.854 -3.303 -5.538
F 1.033 -2.309 -6.413
F -0.160 -4.060 -5.953
C 0.584 -2.734 -4.156
C -0.424 -3.246 -3.356
C -0.615 -2.701 -2.107
N 0.133 -1.671 -1.637
C 1.127 -1.200 -2.424
C 1.376 -1.702 -3.680
H -1.052 -4.057 -3.694
H -1.396 -3.077 -1.468
H 1.736 -0.403 -2.029
H 2.175 -1.279 -4.274
O 2.341 0.851 1.277
B 1.802 -0.281 0.670
O 2.803 -1.047 0.098
C 3.999 -0.395 0.399
C 5.281 -0.757 0.067
C 6.294 0.095 0.504
C 6.012 1.245 1.233
C 4.705 1.596 1.561
C 3.720 0.742 1.124
H 5.492 -1.657 -0.497
H 7.323 -0.146 0.275
H 6.827 1.879 1.556
H 4.475 2.489 2.129
C 3.276 2.157 -4.207
C 1.942 2.104 -4.591
C 0.939 2.032 -3.628
C 1.281 2.020 -2.279
C 2.619 2.100 -1.893
C 3.615 2.164 -2.858
Sb -0.186 1.850 -0.757
C -0.146 3.851 -0.070
C -0.258 4.765 -1.120
C -0.214 6.125 -0.856
C -0.052 6.576 0.450
C 0.070 5.664 1.487
C 0.024 4.298 1.234
C -1.989 1.808 -1.869
C -2.225 0.763 -2.764
C -3.433 0.686 -3.444
C -4.410 1.651 -3.230
C -4.178 2.694 -2.339
C -2.972 2.771 -1.653
H 4.052 2.213 -4.960
H 1.676 2.126 -5.640
H -0.097 1.998 -3.942
H 2.896 2.128 -0.846
H 4.652 2.230 -2.554
H -0.371 4.431 -2.146
H -0.302 6.830 -1.672
H -0.016 7.637 0.655
H 0.205 6.010 2.504
H 0.129 3.611 2.057
H -1.460 0.017 -2.961
H -3.607 -0.118 -4.149
H -5.350 1.596 -3.765
H -4.935 3.451 -2.178
H -2.802 3.588 -0.961

Computed properties:
HOMO-LUMO gap (spin up / spin down) (eV): 5.74 / 6.12
Multiplicity: 2
Total charge: +2
Relative energy (zero: lowest compared OMol25 entry of this formula, charge and spin) (eV): 0.094

***

2.
A molecular structure, C23H19N2O7STa. Source: the OMol25 dataset; level of theory: ωB97M-V/def2-TZVPD.

Positions of all 53 atoms, in Å:
Ta 0.535 0.211 0.497
O -1.093 1.942 0.316
C -1.743 0.901 0.236
O -1.153 -0.055 -0.517
C -2.782 0.474 1.237
C -2.948 -1.051 1.183
C -4.033 -1.542 2.137
C -3.319 -1.456 3.505
C -1.986 -0.844 3.102
O -1.701 -1.440 1.819
C -2.192 0.642 2.706
C -0.894 1.393 2.857
O -0.654 2.399 3.406
O 0.230 0.653 2.277
H -3.692 1.060 1.116
H -3.002 -1.451 0.176
H -4.310 -2.565 1.894
H -4.934 -0.933 2.075
H -3.164 -2.441 3.939
H -3.846 -0.846 4.236
H -1.155 -1.021 3.779
H -2.913 1.155 3.339
O 3.964 1.289 -0.940
S 3.078 1.340 0.160
O 1.625 1.821 -0.101
N 2.549 -0.113 0.644
C 3.167 -1.360 0.402
C 4.491 -1.695 0.445
C 4.863 -3.028 0.156
C 3.934 -3.976 -0.164
C 2.560 -3.637 -0.222
C 1.526 -4.522 -0.579
C 0.229 -4.068 -0.640
C -0.054 -2.740 -0.341
N 0.895 -1.858 0.014
C 2.196 -2.314 0.067
C 3.682 2.317 1.454
C 2.818 2.968 2.333
C 3.369 3.725 3.351
C 4.750 3.821 3.480
C 5.598 3.171 2.590
C 5.070 2.415 1.561
H 5.251 -0.967 0.696
H 5.911 -3.290 0.191
H 4.237 -4.991 -0.383
H 1.759 -5.553 -0.817
H -0.583 -4.721 -0.924
H -1.062 -2.366 -0.399
H 1.745 2.908 2.221
H 2.719 4.250 4.036
H 5.172 4.420 4.276
H 6.669 3.270 2.690
H 5.719 1.935 0.841

Computed properties:
HOMO-LUMO gap (eV): 7.35
Total charge: +2
Relative energy (zero: lowest compared OMol25 entry of this formula, charge and spin) (eV): 0.801

***

Number 1: total energy -72652.70382 eV. Number 2: total energy -53846.81404 eV.